# 1
DFT (ωB97M-V/def2-TZVPD) results for 11 unconnected molecules or ions with the total composition H22O11 at a distorted geometry.

multiplicity = 1
HOMO energy = -10.5571 eV
SMILES = O.O.O.O.O.O.O.O.O.O.O

Atoms and positions in Å:
H (0.246, -0.669, -0.336)
H (-1.046, 0.062, -0.011)
H (3.995, 0.844, 3.305)
H (2.622, 0.724, 2.665)
H (-0.792, -1.196, -2.026)
H (-0.456, -2.649, -1.736)
H (-5.171, -1.365, 0.746)
H (-6.166, -0.958, 1.820)
H (-2.503, -2.289, -0.674)
H (-1.184, -1.716, -0.182)
H (2.003, 0.675, -0.797)
H (2.271, 1.023, -2.252)
H (0.619, 1.558, 1.613)
H (0.139, 0.163, 1.980)
H (-0.826, 4.607, -1.661)
H (-1.369, 4.308, -0.273)
H (4.732, -1.370, -1.175)
H (4.657, 0.098, -0.790)
H (-2.815, 1.816, -0.048)
H (-3.333, 0.634, -0.850)
H (3.002, -2.739, -0.202)
H (1.815, -1.800, -0.347)
O (-0.148, 0.211, -0.326)
O (3.534, 0.963, 2.467)
O (-1.201, -2.044, -1.822)
O (-5.333, -1.426, 1.694)
O (-2.076, -1.931, 0.113)
O (1.784, 0.404, -1.696)
O (0.919, 0.728, 2.000)
O (-1.170, 5.038, -0.870)
O (4.324, -0.771, -0.540)
O (-3.537, 1.179, -0.082)
O (2.462, -2.114, 0.295)

# 2
DFT (ωB97M-V/def2-TZVPD) results for a molecular structure, C15H10Cl40O3S at a distorted geometry.

multiplicity = 1
HOMO energy = -9.0985 eV

Atoms and positions in Å:
C (5.805, -3.183, 2.453)
C (6.450, -1.693, 2.212)
S (5.275, -0.263, 2.501)
C (3.545, -0.635, 1.888)
C (2.660, -1.596, 2.918)
O (1.534, -2.280, 2.264)
C (1.967, -3.457, 1.491)
O (2.028, -4.651, 2.141)
O (2.293, -3.474, 0.047)
H (4.734, -3.242, 1.981)
H (6.446, -4.028, 1.919)
H (5.800, -3.386, 3.619)
H (6.924, -1.698, 1.135)
H (7.327, -1.568, 3.012)
H (3.608, -1.059, 0.799)
H (2.927, 0.384, 1.820)
H (3.384, -2.295, 3.515)
H (2.181, -0.836, 3.704)
H (3.132, -2.963, -0.151)
C (-0.466, -1.979, -1.905)
Cl (-0.894, -3.277, -0.763)
Cl (0.569, -2.641, -3.196)
Cl (-1.951, -1.304, -2.622)
Cl (0.413, -0.693, -1.041)
C (-0.051, -3.864, -7.366)
Cl (-0.805, -5.353, -7.989)
Cl (1.509, -4.263, -6.603)
Cl (0.219, -2.727, -8.711)
Cl (-1.127, -3.113, -6.160)
C (-0.651, 0.595, 5.503)
Cl (-1.932, 1.500, 4.659)
Cl (0.215, -0.436, 4.336)
Cl (0.493, 1.740, 6.248)
Cl (-1.380, -0.425, 6.769)
C (-4.251, 0.021, -5.473)
Cl (-2.685, 0.683, -6.007)
Cl (-4.539, -1.544, -6.275)
Cl (-4.226, -0.212, -3.707)
Cl (-5.554, 1.158, -5.904)
C (5.046, 3.795, 3.562)
Cl (3.864, 2.477, 3.367)
Cl (4.941, 4.447, 5.217)
Cl (6.689, 3.167, 3.275)
Cl (4.691, 5.089, 2.390)
C (-1.554, 2.500, 0.862)
Cl (-1.931, 3.988, 1.767)
Cl (-3.059, 1.803, 0.212)
Cl (-0.449, 2.885, -0.481)
Cl (-0.777, 1.323, 1.952)
C (-4.254, 4.704, -2.940)
Cl (-4.757, 3.160, -3.674)
Cl (-5.674, 5.764, -2.756)
Cl (-3.533, 4.394, -1.340)
Cl (-3.052, 5.497, -3.989)
C (-6.474, -1.588, -0.438)
Cl (-7.033, -2.350, 1.073)
Cl (-7.425, -2.216, -1.807)
Cl (-6.687, 0.177, -0.327)
Cl (-4.751, -1.964, -0.689)
C (0.775, 7.369, -4.004)
Cl (0.347, 6.071, -2.861)
Cl (1.810, 6.707, -5.294)
Cl (-0.710, 8.044, -4.721)
Cl (1.654, 8.655, -3.139)
C (-3.725, -3.168, 4.345)
Cl (-4.861, -4.300, 5.122)
Cl (-4.243, -2.864, 2.667)
Cl (-3.705, -1.633, 5.248)
Cl (-2.090, -3.877, 4.342)

The evaluated LUMO level for the records listed, in turn: -0.0096, -0.0028 hartree.
The evaluated calculated total energy for the records listed, in turn: -22876.80770, -533583.99780 eV.